Computed, not measured: C10H26ClI2MoN2P2S as an isolated structure at a distorted geometry, with the ωB97M-V functional and the def2-TZVPD basis.

Highest occupied orbital energy (spin up / spin down) (eV): -18.7 / -18.6
Energy above the lowest of the compared OMol25 structures with the same formula, charge and spin (kJ/mol): 0.0
Orbital gap (spin up / spin down) (eV): 5.4816 / 5.1113
Charge: +3
Calculated total energy (hartree): -2709.82723
⟨S²⟩: 2.10
Multiplicity: 3

CARTESIAN COORDINATES (ANGSTROEM)
I1 -0.0299 0.7250 -4.6335
I2 0.0581 2.5251 -1.0639
Mo1 -0.0505 -0.1952 -1.8591
P1 -2.4347 -0.1117 -1.4438
C1 -3.2299 1.0347 -0.2941
C2 -3.0236 0.4084 -3.0811
H1 -4.1206 0.3040 -3.1006
H2 -4.3254 -1.5607 -1.2204
H3 -2.5807 -0.2550 -3.8416
H4 -2.8824 -2.4454 -1.8303
H5 -2.9238 2.0638 -0.5196
H6 -2.6833 1.4373 -3.2762
C3 -3.2400 -1.6982 -1.1128
H7 -4.3266 0.9294 -0.4249
H8 -3.0086 -2.0309 -0.0931
H9 -2.9591 0.7953 0.7442
P2 2.3727 -0.0574 -1.4458
C4 3.0966 1.0882 -0.2489
C5 3.1791 -1.6549 -1.0931
H10 2.6990 -0.2130 -3.8324
H11 4.1805 0.4444 -2.9868
H12 2.6961 1.4878 -3.2746
C6 3.0771 0.4752 -3.0564
H13 2.8155 -2.4044 -1.8129
H14 4.2673 -1.5098 -1.1976
H15 4.1913 1.0063 -0.3329
H16 2.7908 0.8262 0.7678
H17 2.9288 -1.9644 -0.0661
H18 2.7788 2.1115 -0.4752
Cl1 -0.0404 -2.3681 -2.7766
S1 -0.0297 -1.4614 0.3155
C7 0.0531 -0.7127 1.9376
N1 0.0433 0.6285 1.9485
C8 -0.1814 1.4154 3.1564
C9 0.4778 0.6785 4.3256
C10 -0.0090 -0.7532 4.4413
N2 0.0945 -1.4075 3.0904
H19 -0.1046 1.1173 1.0422
H20 -1.2723 1.5688 3.2897
H21 0.2791 2.4045 2.9609
H22 0.2538 1.2273 5.2407
H23 1.5788 0.6881 4.1804
H24 -1.0580 -0.8209 4.7921
H25 0.6201 -1.3404 5.1226
H26 -0.0178 -2.4259 3.0387

Computed, not measured: one molecule with the formula C22H23ClN2O5S2 at a distorted geometry, with the ωB97M-V functional and the def2-TZVPD basis.

SMILES: CCN(CC)S(=O)(=O)c1cc(NC(=O)COC(=O)c2sc3ccccc3c2Cl)ccc1C
Highest occupied orbital energy (eV): -8.7
Energy above the lowest of the compared OMol25 structures with the same formula, charge and spin (kJ/mol): 0.0
Orbital gap (eV): 8.1371
Calculated total energy (hartree): -2594.45683

CARTESIAN COORDINATES (ANGSTROEM)
C1 -0.4316 -1.9241 -1.8350
C2 -1.8628 -1.6864 -1.3698
N1 -1.9593 -1.5542 0.0733
C3 -1.5668 -2.6856 0.8927
C4 -2.3559 -3.9631 0.6185
S1 -3.4251 -0.8506 0.5208
O1 -3.6554 -1.1123 1.9127
O2 -4.4569 -1.2276 -0.4082
C5 -3.0807 0.9056 0.3422
C6 -1.7781 1.3178 0.1649
C7 -1.4836 2.6759 0.0571
N2 -0.1467 3.0325 -0.1312
C8 0.4030 4.2647 -0.2395
O3 -0.1846 5.3194 -0.1913
C9 1.9212 4.2241 -0.4526
O4 2.4101 2.8925 -0.4704
C10 3.5978 2.6427 0.1246
O5 4.3028 3.4855 0.6115
C11 3.8657 1.2087 0.0884
S2 2.6231 0.1281 -0.4895
C12 3.6511 -1.2494 -0.2231
C13 3.3459 -2.5805 -0.4694
C14 4.3054 -3.5327 -0.1956
C15 5.5536 -3.1720 0.3165
C16 5.8614 -1.8540 0.5624
C17 4.9052 -0.8719 0.2930
C18 5.0005 0.5428 0.4652
Cl1 6.3921 1.3115 1.0696
C19 -2.5181 3.6030 0.1406
C20 -3.8151 3.1672 0.3376
C21 -4.1277 1.8152 0.4472
C22 -5.5237 1.3466 0.6856
H1 0.2406 -1.1901 -1.3958
H2 -0.3845 -1.8367 -2.9171
H3 -0.0967 -2.9200 -1.5573
H4 -2.2354 -0.7440 -1.7779
H5 -2.5204 -2.4826 -1.7387
H6 -1.7438 -2.3665 1.9207
H7 -0.4940 -2.8506 0.7578
H8 -2.1038 -4.7164 1.3603
H9 -3.4198 -3.7474 0.6830
H10 -2.1357 -4.3625 -0.3689
H11 -0.9935 0.5786 0.1195
H12 0.4960 2.2525 -0.2043
H13 2.1480 4.7115 -1.4075
H14 2.4167 4.7936 0.3426
H15 2.3825 -2.8525 -0.8696
H16 4.0891 -4.5735 -0.3814
H17 6.2834 -3.9404 0.5193
H18 6.8215 -1.5602 0.9561
H19 -2.2974 4.6546 0.0599
H20 -4.6073 3.8969 0.4131
H21 -5.8657 0.7469 -0.1561
H22 -5.5488 0.7024 1.5631
H23 -6.1977 2.1871 0.8301

Computed, not measured: a 3-piece molecular cluster, C4H14NO2S overall at a distorted geometry, with the ωB97M-V functional and the def2-TZVPD basis.

Highest occupied orbital energy (eV): -3.0
Energy above the lowest of the compared OMol25 structures with the same formula, charge and spin (kJ/mol): 53.6
Orbital gap (eV): 6.4022
Charge: -1
Calculated total energy (hartree): -764.25287

CARTESIAN COORDINATES (ANGSTROEM)
C1 1.3140 -2.2750 0.3473
N1 0.9561 -0.8552 0.4570
C2 0.6211 -0.3077 -0.8988
C3 0.7598 1.2079 -1.0290
S1 -0.8638 2.0825 -0.8490
C4 0.2536 -3.2222 -0.2301
H1 1.6650 -2.6138 1.3104
H2 2.1377 -2.2824 -0.3624
H3 0.0798 -0.7651 0.9702
H4 1.3529 -0.7519 -1.5622
H5 -0.3990 -0.5376 -1.1646
H6 1.3323 1.6522 -0.2530
H7 1.1807 1.4598 -1.9995
H8 -0.5077 -3.4554 0.5177
H9 0.7748 -4.1556 -0.4766
H10 -0.1814 -2.8624 -1.1595
H11 1.4623 1.0313 1.4772
H12 0.3823 2.0535 1.6890
O1 1.1790 1.7024 2.1262
H13 -2.1538 -0.6350 1.0898
H14 -2.8258 0.5976 0.4198
O2 -2.9468 -0.3366 0.6494

Computed, not measured: a 6-piece molecular cluster, C31H54F3I2N7O12P overall at a distorted geometry, with the ωB97M-V functional and the def2-TZVPD basis.

Highest occupied orbital energy (eV): -5.4
Orbital gap (eV): 6.9101
Charge: -1
Calculated total energy (hartree): -3735.57876

CARTESIAN COORDINATES (ANGSTROEM)
C1 -2.0367 -3.5985 4.4890
C2 -2.6200 -3.6224 2.9242
O1 -1.7533 -4.3848 2.0040
C3 -2.3168 -4.0861 0.6515
O2 -3.4128 -4.7705 0.2940
C4 -1.6493 -3.0250 -0.4145
C5 -2.1380 -1.4564 -0.1123
C6 -0.9758 -0.8021 0.8471
C7 -1.3572 0.6507 1.5036
C8 -0.2453 0.8698 2.6866
F1 1.0093 0.0721 2.4937
F2 -0.8645 0.3170 3.9481
F3 0.0296 2.3151 3.0053
O3 -2.6014 0.3505 2.2888
P1 -3.5172 1.8187 2.6731
C9 -4.8573 1.0886 1.4618
C10 -6.3524 0.9828 2.1081
N1 -7.4142 1.8336 1.4173
O4 -3.9888 0.8821 4.0828
N2 -3.7857 -0.4411 3.8771
O5 -4.6308 -1.0545 4.5439
C11 -4.5404 3.2214 3.4215
I1 -4.6713 3.2007 5.6563
C12 -5.2897 4.3104 2.7899
C13 -6.1558 5.4070 3.7096
I2 -5.3236 4.5570 0.6529
O6 -2.6248 2.7554 1.4519
C14 -1.8299 1.8973 0.5568
C15 -0.8032 2.5768 -0.5248
O7 0.4317 3.1292 0.0226
C16 1.5502 2.1973 0.0725
C17 2.6783 2.4744 1.2780
C18 4.0302 1.5217 1.4553
C19 4.3323 0.2629 0.4093
C20 3.2209 -0.0230 -0.7972
C21 1.8929 0.9483 -0.9245
H1 -1.1258 -2.8712 4.6115
H2 -1.6900 -4.6611 4.8367
H3 -2.9184 -3.1988 5.1748
H4 -2.6823 -2.5239 2.4923
H5 -3.7414 -4.0283 2.9559
H6 -0.4756 -3.0625 -0.2240
H7 -1.8037 -3.3072 -1.5406
H8 -2.2383 -0.9534 -1.1700
H9 -3.1932 -1.5683 0.4162
H10 -0.8294 -1.5684 1.7507
H11 0.0312 -0.8236 0.2482
H12 -2.4656 2.3110 3.5721
H13 -4.4919 -0.0386 1.3024
H14 -4.8047 1.5665 0.3863
H15 -6.7237 -0.1438 1.9658
H16 -6.4368 1.1964 3.2532
H17 -8.1021 2.2007 2.1400
H18 -7.9150 1.3073 0.6685
H19 -6.7635 6.1075 2.9656
H20 -6.9792 4.8442 4.3551
H21 -5.3741 5.9813 4.3629
H22 -2.6193 1.3773 -0.1728
H23 -0.6870 1.8239 -1.4124
H24 -1.3993 3.5059 -0.9845
H25 2.5650 3.3684 2.0532
H26 4.8274 1.6755 2.3122
H27 5.3124 -0.3936 0.5545
H28 3.4402 -0.9346 -1.5157
H29 1.1585 0.7153 -1.8148
O8 -2.3193 1.5724 -2.9923
C22 -3.3723 1.9255 -3.5105
N3 -4.4362 2.3005 -2.7484
C23 -3.5786 1.9752 -4.9968
H30 -5.3228 2.5986 -3.1288
H31 -4.3213 2.2754 -1.7435
H32 -3.4311 0.9740 -5.4111
H33 -2.8522 2.6651 -5.4349
H34 -4.5848 2.3160 -5.2558
O9 5.4807 2.8737 -2.8666
C24 4.4277 3.2269 -3.3849
N4 3.3638 3.6018 -2.6228
C25 4.2214 3.2765 -4.8711
H35 2.4772 3.8999 -3.0031
H36 3.4787 3.5767 -1.6178
H37 4.3689 2.2754 -5.2854
H38 4.9478 3.9664 -5.3092
H39 3.2152 3.6173 -5.1301
O10 -4.6813 -1.9268 -5.4479
C26 -4.1730 -2.8722 -4.8564
N5 -4.7575 -3.3985 -3.7452
C27 -2.8910 -3.5196 -5.2937
H40 -4.3774 -4.1759 -3.2249
H41 -5.6229 -2.9789 -3.4309
H42 -2.0925 -2.7726 -5.2831
H43 -3.0160 -3.9098 -6.3074
H44 -2.6071 -4.3443 -4.6341
O11 6.6419 -1.0861 -0.8286
C28 7.3591 -2.0786 -0.8789
N6 8.4458 -2.1160 -1.6981
C29 7.1098 -3.3128 -0.0612
H45 9.0654 -2.9096 -1.7739
H46 8.6346 -1.2956 -2.2594
H47 6.1250 -3.7152 -0.3139
H48 7.1382 -3.0496 0.9997
H49 7.8617 -4.0838 -0.2504
O12 9.6915 -3.8596 0.9445
C30 10.7639 -3.2665 0.9316
N7 11.8721 -3.8358 0.3828
C31 10.9474 -1.8915 1.5060
H50 12.7760 -3.3873 0.3487
H51 11.7733 -4.7626 -0.0109
H52 10.6980 -1.9134 2.5704
H53 10.2823 -1.1963 0.9867
H54 11.9768 -1.5394 1.3952

Computed, not measured: one molecule with the formula C6H11N3OS at a distorted geometry, with the ωB97M-V functional and the def2-TZVPD basis.

SMILES: CN(C)N1C=NC(=O)CCS1
Highest occupied orbital energy (eV): -8.9
Energy above the lowest of the compared OMol25 structures with the same formula, charge and spin (kJ/mol): 415.3
Orbital gap (eV): 8.4914
Calculated total energy (hartree): -872.76649

CARTESIAN COORDINATES (ANGSTROEM)
C1 -1.7564 -1.2782 1.1616
N1 -1.2454 -1.0390 -0.2001
C2 -1.9098 0.2050 -0.6979
N2 0.0568 -0.7017 -0.0972
C3 1.0218 -1.5713 -0.5205
N3 2.2570 -1.5712 -0.2029
C4 3.0155 -0.5182 0.2048
O1 3.8475 -0.5537 1.0698
C5 2.8506 0.6749 -0.7585
C6 2.1709 1.7061 0.1238
S1 0.8092 0.8377 1.0717
H1 -1.7297 -0.4106 1.6910
H2 -2.7490 -1.4872 1.0458
H3 -1.0883 -2.1161 1.5463
H4 -2.8351 -0.1619 -0.9792
H5 -2.0240 1.0595 -0.0351
H6 -1.2142 0.4344 -1.5858
H7 0.7624 -2.4452 -1.1186
H8 3.7626 1.1489 -1.0159
H9 2.3172 0.5256 -1.5932
H10 2.7713 2.1142 0.8797
H11 1.7448 2.7303 -0.3948

Computed, not measured: one molecule with the formula C6H8O2 at a distorted geometry, with the ωB97M-V functional and the def2-TZVPD basis.

SMILES: C=C1COC(C)=C1O
Highest occupied orbital energy (eV): -7.7
Energy above the lowest of the compared OMol25 structures with the same formula, charge and spin (kJ/mol): 352.8
Orbital gap (eV): 8.4086
Calculated total energy (hartree): -383.77576

CARTESIAN COORDINATES (ANGSTROEM)
C1 2.4933 0.0922 -0.5818
C2 1.2342 -0.2150 -0.3201
C3 -0.1222 -0.4304 -1.6234
O1 -1.2439 -0.8768 -0.9313
C4 -1.0043 -0.1501 0.2163
C5 -2.2132 0.3669 0.9082
C6 0.3004 -0.1430 0.7037
O2 0.5576 -0.0392 2.0488
H1 2.9950 -0.2682 -1.4684
H2 3.0666 0.7488 0.0618
H3 0.3233 -1.2232 -2.2208
H4 -0.2977 0.4845 -2.1872
H5 -2.8646 -0.4626 1.1948
H6 -2.7820 1.0127 0.2364
H7 -1.9319 0.9228 1.7990
H8 1.4893 0.1806 2.1641